Record 1
DFT (the ωB97M-V functional and the def2-TZVPD basis) results for a single C5H11N3O molecule.

Calculated values
- Orbital gap: 9.8 eV
- Spin multiplicity: 1
- ΔE to the lowest compared entry with this formula, charge and spin: 49.62 kcal per mole
- HOMO level: -0.3314 Ha
- Structure (SMILES): C[C@@]1(C(N)(N)C=O)CN1

Each line ends with the natural charge from an NBO analysis.
Positions of all 20 atoms, in Å:
C 0.398 -1.346 -1.206  -0.3063
C 1.958 0.133 0.314  -0.6269
N 0.435 -1.818 0.179  -0.5948
C -0.571 0.562 0.264  0.1290
C 0.584 -0.408 0.020  0.1068
N -0.375 1.930 -0.172  -0.8326
N -0.847 0.575 1.686  -0.8361
C -1.731 -0.087 -0.536  0.4432
O -2.424 -0.987 -0.105  -0.5486
H -0.485 -2.084 0.525  0.3722
H -1.323 -0.276 1.971  0.3731
H 0.482 2.346 0.171  0.3791
H -0.354 2.024 -1.181  0.3666
H -1.459 1.342 1.940  0.3734
H 1.292 -1.568 -1.776  0.1966
H -0.471 -1.604 -1.801  0.2172
H -1.981 0.472 -1.455  0.1191
H 2.247 0.873 -0.432  0.2053
H 1.942 0.596 1.299  0.2293
H 2.681 -0.677 0.294  0.2342

---

Record 2
DFT (the ωB97M-V functional and the def2-TZVPD basis) results for a single C5H11N3O molecule.

Calculated values
- Orbital gap: 9.4 eV
- Spin multiplicity: 1
- ΔE to the lowest compared entry with this formula, charge and spin: 69.72 kcal per mole
- HOMO level: -0.3124 Ha

Each line ends with the natural charge from an NBO analysis.
Positions of all 20 atoms, in Å:
C 1.959 -0.981 0.743  -0.6572
C 0.478 0.968 0.016  0.2799
C -0.766 0.022 -1.482  0.0706
C -0.938 0.278 -0.018  0.0750
N -0.487 -1.230 -1.765  -0.7508
N -2.023 1.208 0.244  -0.8408
N -1.038 -0.888 0.841  -0.8637
C 1.635 0.436 0.413  -0.2416
O 0.448 2.326 -0.211  -0.6947
H -0.273 2.510 -0.827  0.4833
H -0.374 -1.949 -1.049  0.3816
H -0.268 -1.482 -2.717  0.3925
H -1.792 1.871 0.975  0.3698
H -2.299 1.705 -0.593  0.3720
H -1.967 -1.282 0.718  0.3745
H -0.941 -0.603 1.810  0.3745
H 2.472 1.125 0.437  0.2112
H 2.554 -1.416 -0.067  0.2115
H 2.552 -1.031 1.658  0.2144
H 1.069 -1.588 0.874  0.2380

---

Record 3
DFT (the ωB97M-V functional and the def2-TZVPD basis) results for a 2-piece molecular cluster, C5H11N3O4 overall.

Calculated values
- Orbital gap: 9.8 eV
- Spin multiplicity: 1
- ΔE to the lowest compared entry with this formula, charge and spin: 0.00 kcal per mole
- HOMO level: -0.3389 Ha
- Structure (SMILES): CC(=O)N(C)O.O=CNNC=O

Each line ends with the natural charge from an NBO analysis.
Positions of all 23 atoms, in Å:
C 2.181 -0.832 -0.887  0.5422
C 4.791 0.193 0.895  0.5251
C -4.428 0.157 0.824  -0.4353
C -2.296 0.731 -0.257  0.6531
C -0.905 0.242 -0.525  -0.6834
H 2.893 -1.671 -0.981  0.1184
H 2.294 1.163 -0.407  0.3968
H 4.766 0.637 -1.117  0.3977
H 4.057 -0.053 1.677  0.1195
H -5.222 -0.580 0.628  0.1970
H -4.270 0.243 1.918  0.1929
H -4.724 1.129 0.425  0.2437
H -2.919 -2.070 0.015  0.4699
H -0.337 1.073 -0.967  0.2214
H -0.949 -0.604 -1.211  0.2484
H -0.417 -0.067 0.426  0.2356
N 2.828 0.302 -0.472  -0.4670
N 4.188 0.345 -0.329  -0.4695
N -3.212 -0.236 0.137  -0.1828
O 0.999 -0.892 -1.106  -0.5854
O 5.982 0.304 1.071  -0.5675
O -2.658 -1.399 0.654  -0.5539
O -2.642 1.885 -0.411  -0.6169

---

Record 4
DFT (the ωB97M-V functional and the def2-TZVPD basis) results for a single C5H11N3O4 molecule.

Calculated values
- Orbital gap: 10.4 eV
- Spin multiplicity: 1
- ΔE to the lowest compared entry with this formula, charge and spin: 45.72 kcal per mole
- HOMO level: -0.3601 Ha
- Structure (SMILES): CCOC(=O)NCC/N=[N+](\[O-])O

Each line ends with the natural charge from an NBO analysis.
Positions of all 23 atoms, in Å:
C -1.234 -1.276 -1.025  -0.2142
C -2.394 -0.385 -0.447  -0.2535
C 0.421 -1.339 0.668  0.8994
C 3.263 0.216 -0.718  -0.6273
C 2.193 0.267 0.385  -0.0844
N -0.578 -1.921 0.077  -0.6055
N -1.853 0.303 0.696  -0.2883
N -1.950 1.513 0.897  0.5752
O -2.414 2.429 0.218  -0.4339
O -1.338 1.883 2.103  -0.5501
O 0.839 -1.551 1.782  -0.6663
O 0.916 -0.306 -0.091  -0.5693
H -1.706 -2.093 -1.662  0.2054
H -0.507 -0.647 -1.447  0.2447
H -2.880 0.140 -1.133  0.2093
H -2.988 -1.193 0.091  0.1992
H 3.509 -0.697 -1.150  0.2144
H 3.000 0.866 -1.544  0.2112
H 4.219 0.688 -0.245  0.2137
H 1.897 1.368 0.553  0.1867
H 2.431 -0.224 1.356  0.2310
H -1.034 -2.480 0.676  0.3937
H -0.927 1.154 2.636  0.5089

---

Record 5
DFT (the ωB97M-V functional and the def2-TZVPD basis) results for a single C5H11N3S molecule.

Calculated values
- Orbital gap: 8.5 eV
- Spin multiplicity: 1
- ΔE to the lowest compared entry with this formula, charge and spin: 96.88 kcal per mole
- HOMO level: -0.3098 Ha

Each line ends with the natural charge from an NBO analysis.
Positions of all 20 atoms, in Å:
C -0.091 1.178 -0.432  -0.0734
C 0.376 -0.200 0.265  -0.0790
C 0.114 2.336 0.428  -0.6340
C 1.961 -0.214 -0.032  -0.5710
C -0.976 -2.214 0.501  -0.4704
N -1.333 0.943 -1.091  -0.1365
N -0.253 -1.280 -0.276  -0.3276
N -1.666 -0.204 -1.163  -0.1272
S -2.852 -1.059 -1.646  0.1352
H 0.587 1.317 -1.332  0.2049
H 0.308 -0.091 1.294  0.1680
H 0.638 3.064 -0.184  0.2214
H 0.803 2.164 1.232  0.2269
H -0.865 2.791 0.713  0.2356
H 2.373 0.523 0.448  0.1876
H 2.217 -0.263 -1.029  0.2086
H 2.405 -1.165 0.393  0.2038
H -1.199 -1.996 1.552  0.1804
H -1.969 -2.361 -0.049  0.2343
H -0.579 -3.268 0.406  0.2124

---

Record 6
DFT (the ωB97M-V functional and the def2-TZVPD basis) results for a single C5H11N3Si molecule.

Calculated values
- Orbital gap: 10.6 eV
- Spin multiplicity: 1
- ΔE to the lowest compared entry with this formula, charge and spin: 48.69 kcal per mole
- HOMO level: -0.3549 Ha
- Structure (SMILES): C[Si](C)(C)n1nccn1

Each line ends with the natural charge from an NBO analysis.
Positions of all 20 atoms, in Å:
C 0.613 2.966 0.039  -0.1219
C 0.085 2.838 1.320  -0.0904
C 1.967 -1.452 -0.357  -0.9657
C -1.207 -0.964 -1.787  -1.0600
C -1.169 -1.488 1.152  -1.1792
N 0.676 1.693 -0.464  -0.2441
N -0.284 1.584 1.518  -0.2517
N 0.112 0.903 0.413  -0.3724
Si -0.120 -0.734 -0.156  1.6935
H 1.204 3.818 -0.470  0.2311
H -0.201 3.713 2.020  0.2273
H 2.408 -0.525 -0.496  0.2163
H 2.460 -2.018 0.462  0.2271
H 2.164 -1.972 -1.260  0.2141
H -1.931 -0.172 -1.770  0.2410
H -0.627 -1.107 -2.651  0.2388
H -1.670 -2.049 -1.666  0.2365
H -1.137 -1.125 2.203  0.2679
H -2.199 -1.293 0.844  0.2428
H -1.143 -2.617 1.105  0.2489

---

Record 7
DFT (the ωB97M-V functional and the def2-TZVPD basis) results for a 2-piece molecular cluster, C5H11N4O overall.

Calculated values
- Orbital gap: 7.7 eV
- Spin multiplicity: 1
- ΔE to the lowest compared entry with this formula, charge and spin: 111.87 kcal per mole
- HOMO level: -0.4084 Ha
- Net charge: +1

Each line ends with the natural charge from an NBO analysis.
Positions of all 21 atoms, in Å:
C 0.076 -2.618 -2.173  0.2183
C -1.583 -1.505 -1.461  0.1675
C 1.640 1.726 1.893  -0.2734
C -0.463 -0.720 0.636  -0.4800
C 0.047 1.435 -0.024  0.4744
N -1.159 -2.242 -2.466  -0.4173
N 0.506 -2.050 -1.071  -0.3169
N -0.585 -1.458 -0.523  -0.1032
N -0.967 2.151 0.444  -0.7954
O 1.284 1.504 0.485  -0.5012
H 0.765 -3.213 -2.716  0.2307
H -2.470 -0.897 -1.631  0.2540
H 2.559 2.354 1.878  0.2352
H 1.786 0.687 2.344  0.2108
H 0.872 2.391 2.423  0.1865
H 0.333 -0.977 1.243  0.1981
H -1.451 -0.543 1.167  0.2255
H 0.062 1.210 -1.070  0.1997
H -1.011 2.458 1.435  0.4165
H -1.677 2.439 -0.146  0.4143
H 1.438 -2.130 -0.668  0.4560

---

Record 8
DFT (the ωB97M-V functional and the def2-TZVPD basis) results for an isolated ion of composition C5H11N4O and charge +1.

Calculated values
- Orbital gap: 8.9 eV
- Spin multiplicity: 1
- ΔE to the lowest compared entry with this formula, charge and spin: 174.73 kcal per mole
- HOMO level: -0.4914 Ha
- Net charge: +1
- Structure (SMILES): N[C@@](O)(N=[N+]1CC1)N1CC1

Each line ends with the natural charge from an NBO analysis.
Positions of all 21 atoms, in Å:
C -0.020 -0.211 -1.133  0.7374
C -2.439 0.264 -0.934  -0.2239
C -1.762 1.616 -0.870  -0.2305
C 1.517 0.139 1.879  -0.2872
C 1.307 -1.184 2.466  -0.2306
N -1.153 0.378 -1.467  -0.4528
N 1.264 0.449 -1.198  -0.8742
N -0.160 -0.875 0.434  -0.0488
N 0.585 -0.678 1.352  0.0174
O 0.313 -1.478 -1.671  -0.7185
H -2.700 -0.118 0.076  0.2271
H -3.280 0.231 -1.666  0.2391
H -1.716 2.404 -1.630  0.2439
H -1.277 1.837 0.115  0.1927
H 1.274 0.963 2.548  0.2621
H 2.303 0.436 1.065  0.2712
H 1.948 -1.965 2.142  0.2422
H 0.950 -1.257 3.431  0.2511
H 1.404 1.499 -1.474  0.4257
H 1.905 -0.168 -1.635  0.4166
H -0.263 -2.283 -1.831  0.5399

---

Record 9
DFT (the ωB97M-V functional and the def2-TZVPD basis) results for C5H11N6O as an isolated structure.

Calculated values
- Orbital gap (spin up / spin down): 5.1 / 6.8 eV
- Spin multiplicity: 3
- Expectation value of S²: 2.022
- HOMO level (spin up / spin down): -0.3006 / -0.4787 Ha
- Net charge: +1

Each line ends with the Löwdin spin population.
Positions of all 23 atoms, in Å:
C -1.124 1.953 -0.170  0.5593
C 1.143 -0.400 1.897  0.0178
C -1.976 -0.383 -0.256  0.0619
C -0.010 -0.750 0.008  0.1955
C 0.852 0.540 -0.054  0.0143
N -2.018 1.003 -0.262  0.7320
N 1.606 0.582 1.202  0.0073
N 0.218 -1.205 1.380  0.0264
N 0.201 1.911 -0.156  0.2265
N 1.790 0.499 -1.210  0.0229
N 0.540 -1.606 -1.113  0.0289
O -2.587 -1.028 0.774  -0.0009
H -1.651 2.876 -0.319  0.0561
H 1.490 -0.594 2.971  0.0013
H -2.217 -0.958 -1.205  0.0208
H -0.633 -1.559 1.812  0.0041
H 0.712 2.621 0.347  0.0118
H 1.171 -0.851 -1.616  0.0015
H 1.731 1.230 -2.003  0.0004
H -0.247 -1.887 -1.762  0.0065
H 1.036 -2.430 -0.856  0.0022
H 2.617 0.858 -0.919  0.0010
H -2.644 -0.422 1.511  0.0025

---

Record 10
DFT (the ωB97M-V functional and the def2-TZVPD basis) results for an isolated ion of composition C5H11N6OS and charge +1.

Calculated values
- Orbital gap: 8.6 eV
- Spin multiplicity: 1
- ΔE to the lowest compared entry with this formula, charge and spin: 17.42 kcal per mole
- HOMO level: -0.4407 Ha
- Net charge: +1
- Structure (SMILES): N/C1=N/N=C(/O)N(N)C(=[NH2+])CSC1

Each line ends with the natural charge from an NBO analysis.
Positions of all 24 atoms, in Å:
C -1.579 -1.193 0.208  0.6761
C 2.061 -1.627 -0.177  -0.6336
C 0.662 0.290 -1.509  -0.6526
C 1.572 -0.570 0.768  0.4622
C -0.475 0.780 -0.539  0.5661
N -0.503 -1.426 0.797  -0.3008
N 0.322 -0.493 1.024  -0.3406
N -1.679 0.161 -0.302  -0.3150
N 2.492 0.382 1.185  -0.7925
N -0.489 2.077 -0.191  -0.7651
N -2.793 0.800 0.166  -0.6827
O -2.577 -1.993 0.148  -0.6172
S 1.009 -1.438 -1.632  0.3370
H 3.179 -1.764 -0.309  0.2545
H 1.882 -2.527 0.274  0.2686
H 0.463 0.530 -2.607  0.2975
H 1.526 0.870 -1.118  0.2574
H 2.087 1.007 1.952  0.4137
H 3.390 0.049 1.260  0.4051
H -1.350 2.454 0.264  0.4176
H 0.276 2.734 -0.259  0.4321
H -3.447 -1.595 -0.081  0.5272
H -2.673 1.114 1.139  0.3784
H -3.355 1.378 -0.463  0.4068

---

Record 11
DFT (the ωB97M-V functional and the def2-TZVPD basis) results for a 3-piece molecular cluster, C5H11NO overall.

Calculated values
- Orbital gap (spin up / spin down): 7.5 / 7.1 eV
- Spin multiplicity: 2
- Expectation value of S²: 0.752
- ΔE to the lowest compared entry with this formula, charge and spin: 82.31 kcal per mole
- HOMO level (spin up / spin down): -0.1282 / -0.1277 Ha
- Net charge: -1

Each line ends with the Löwdin spin population.
Positions of all 18 atoms, in Å:
O -1.697 0.370 1.693  0.0171
C -1.581 -0.757 1.146  0.0323
N -1.941 -1.092 -0.071  0.0038
C 0.917 1.246 -1.395  0.0280
C 0.586 1.267 0.100  0.0832
C 1.723 0.366 -0.432  0.1174
C 1.562 -1.081 -1.019  0.0443
H -1.190 -1.613 1.765  0.0136
H -2.075 -2.100 -0.101  0.0002
H 0.247 0.787 -2.121  0.0023
H 1.483 2.013 -1.930  0.0069
H -0.427 1.031 0.491  0.0054
H 1.069 2.147 0.592  0.0011
H 1.129 -0.512 1.279  0.6170
H 2.718 0.781 -0.299  0.0019
H 0.591 -1.480 -0.691  0.0117
H 2.197 -1.811 -0.461  0.0128
H 1.909 -1.000 -2.040  0.0009

---

Record 12
DFT (the ωB97M-V functional and the def2-TZVPD basis) results for an isolated ion of composition C5H11NO and charge -1.

Calculated values
- Orbital gap (spin up / spin down): 3.8 / 6.9 eV
- Spin multiplicity: 2
- Expectation value of S²: 0.754
- ΔE to the lowest compared entry with this formula, charge and spin: 27.30 kcal per mole
- HOMO level (spin up / spin down): 0.0117 / -0.1019 Ha
- Net charge: -1

Each line ends with the Löwdin spin population.
Positions of all 18 atoms, in Å:
C -1.575 1.042 1.128  0.0080
C -0.139 0.717 1.578  0.0061
N 0.605 0.126 0.517  0.0413
C 1.628 -0.364 -1.642  0.0319
C 0.318 -0.251 -0.893  0.0548
C -0.487 -1.552 -0.892  0.4372
O -1.769 -1.539 -0.787  0.3264
H -2.070 0.148 0.734  0.0050
H -1.562 1.799 0.345  0.0010
H -2.137 1.340 2.018  0.0006
H -0.186 0.087 2.475  0.0009
H 0.255 1.703 1.862  0.0042
H 1.508 -0.235 0.793  0.0017
H 1.993 0.640 -1.897  0.0022
H 2.363 -0.878 -1.017  0.0025
H 1.492 -0.911 -2.570  0.0248
H -0.337 0.524 -1.301  0.0039
H 0.099 -2.393 -0.450  0.0476

---

Number 1: maximum force 0.039 hartree/bohr. Number 2: maximum force 0.030 hartree/bohr. Number 3: maximum force 0.043 hartree/bohr. Number 4: maximum force 0.116 hartree/bohr. Number 5: maximum force 0.130 hartree/bohr. Number 6: maximum force 0.074 hartree/bohr. Number 7: maximum force 0.079 hartree/bohr. Number 8: maximum force 0.125 hartree/bohr. Number 9: maximum force 0.121 hartree/bohr. Number 10: maximum force 0.105 hartree/bohr. Number 11: maximum force 0.066 hartree/bohr. Number 12: maximum force 0.044 hartree/bohr.